1.
Molecular formula: C4H9FNO5S2
Method: DFT, ωB97M-V/def2-TZVPD

```
! wB97M-V def2-TZVPD RIJCOSX def2/J DEFGRID3
* xyz -1 1
C 1.42112 -2.65029 3.02426
C -0.94425 2.76778 -1.99789
C 0.37281 0.59084 -2.08034
C 0.30264 -2.61971 2.35967
N 0.14556 1.94996 -1.44676
O 0.85622 -3.00995 -0.06850
O -0.35738 2.99003 0.67949
O -1.33290 0.86173 0.42590
O 0.90810 -0.61015 0.66243
O -1.16762 -1.63305 0.42446
F -0.89384 -2.89303 2.85948
S 0.02482 1.68337 0.24816
S 0.23439 -1.91906 0.67150
H -1.14448 -0.11176 0.50909
H 1.57811 -3.00202 4.04844
H 2.32614 -2.41101 2.60423
H -0.76882 3.76112 -1.47374
H -0.81410 3.04656 -3.14109
H -2.01479 2.27994 -1.87146
H 0.48785 0.67979 -3.19280
H 1.21460 0.28893 -1.56155
H -0.43417 -0.04001 -1.68298
*
```

Properties
Orbital gap, eV: 8.730
HOMO, hartree: -0.193
Relative energy (zero: lowest compared OMol25 entry of this formula, charge and spin), kcal/mol: 0.0

2.
Molecular formula: C2H2Cl4O
Method: DFT, ωB97M-V/def2-TZVPD

```
! wB97M-V def2-TZVPD RIJCOSX def2/J DEFGRID3
* xyz 0 1
C -1.29521 0.09925 -0.30744
C 1.23266 -0.19154 -0.23125
O -1.34567 -0.37743 0.87914
Cl -1.10309 1.79774 -0.64722
Cl 1.36136 -1.38356 0.98701
Cl 1.91964 -0.58866 -1.73341
Cl 1.83383 1.38491 0.37684
H -1.75637 -0.69052 -0.99324
H -0.84714 -0.05020 1.66958
*
```

Properties
Orbital gap (spin up / spin down), eV: 7.243 / 8.181
HOMO (spin up / spin down), hartree: -0.286 / -0.300
Relative energy (zero: lowest compared OMol25 entry of this formula, charge and spin), kcal/mol: 63.4

3.
Molecular formula: C3H5Cl2N2
Method: DFT, ωB97M-V/def2-TZVPD

```
! wB97M-V def2-TZVPD RIJCOSX def2/J DEFGRID3
* xyz 1 1
C 2.38877 0.15182 -0.01698
C 3.03065 1.16503 -0.15547
C 2.04842 -1.18091 -0.00093
N 0.80566 -1.46414 -0.05843
N -0.48924 0.64998 0.08041
Cl 3.59608 2.69526 -0.08842
Cl 3.33512 -2.43919 0.00907
H -0.37372 -0.39532 0.00192
H 0.70506 -2.51828 -0.01786
H -1.35930 0.94226 -0.19604
H 0.21581 1.02435 -0.53566
H -0.34223 0.93954 1.07952
*
```

Properties
Orbital gap, eV: 10.109
HOMO, hartree: -0.527
Relative energy (zero: lowest compared OMol25 entry of this formula, charge and spin), kcal/mol: 64.6

4.
Molecular formula: C7H9Br2NO
Method: DFT, ωB97M-V/def2-TZVPD

```
! wB97M-V def2-TZVPD RIJCOSX def2/J DEFGRID3
* xyz 0 1
C -1.08841 1.65085 0.67616
C -1.62068 0.50178 0.05126
C -1.13756 -0.56703 -0.70568
C 0.09541 2.29945 0.67500
C 1.07059 -0.88566 0.30884
C 0.58343 -0.75566 1.68620
C 0.81738 -1.08393 -2.05722
N 0.31927 -0.79700 -0.73801
O -1.79265 -1.37069 -1.35318
Br -3.55240 0.40120 0.16509
Br 1.64038 1.96481 -0.37871
H -1.81759 2.14653 1.31125
H 0.23577 3.18228 1.27282
H 2.11800 -1.11665 0.14863
H -0.45563 -1.07823 1.75666
H 0.59853 0.29553 2.00115
H 1.20961 -1.32917 2.36433
H 0.58591 -0.24344 -2.71054
H 1.89128 -1.25125 -2.03165
H 0.29934 -1.96373 -2.44240
*
```

Properties
Orbital gap (spin up / spin down), eV: 6.945 / 6.946
HOMO (spin up / spin down), hartree: -0.269 / -0.269
Relative energy (zero: lowest compared OMol25 entry of this formula, charge and spin), kcal/mol: 38.3

5.
Molecular formula: C21H24N2O5S3
Method: DFT, ωB97M-V/def2-TZVPD

```
! wB97M-V def2-TZVPD RIJCOSX def2/J DEFGRID3
* xyz 0 1
O 0.15410 -0.20274 -3.93571
C -0.14904 -1.53050 -3.92058
N -0.52992 -2.86258 -3.71734
C 0.08425 -3.19969 -2.34971
C -0.47223 -2.25993 -1.08757
C 0.10199 -2.44087 0.44073
C 1.27347 -3.61019 0.67985
C 1.78473 -4.57053 -0.59031
C 1.20930 -4.39912 -2.13752
S 3.11768 -5.85518 -0.11776
C 2.57727 -6.36129 1.64276
C 2.71835 -7.87831 2.24896
C 2.18261 -8.12718 3.78626
C 1.50331 -6.96393 4.72269
C 1.38312 -5.43571 4.12421
C 1.93100 -5.14540 2.57091
N 1.81166 -3.71539 2.09184
H -1.26980 -1.41792 -1.27472
H -0.31075 -1.75793 1.32466
H 1.58693 -5.08796 -3.00719
H 3.21148 -8.74128 1.59905
H 2.29973 -9.20828 4.22512
H 1.09896 -7.13461 5.81743
H 0.93889 -4.53343 4.73472
H 2.79588 -3.35716 2.05409
O -0.81055 0.38170 1.61585
S 0.22154 1.35680 1.89889
O 0.63008 1.68359 3.25046
C 1.66906 0.93920 0.94710
C 1.46837 1.66015 -0.37755
C 0.94085 3.04830 -0.01786
C -0.16431 2.86401 1.02076
H 1.74579 -0.14408 0.83933
H 2.54270 1.32805 1.47868
H 2.39880 1.71509 -0.95020
H 0.72655 1.12892 -0.98578
H 1.75347 3.64753 0.41053
H 0.56974 3.58102 -0.89898
H -0.19598 3.69775 1.72672
H -1.14196 2.73948 0.54709
O -1.44969 5.00540 -0.17942
S -1.52223 5.60389 -1.49574
O -0.34053 6.01716 -2.22598
C -2.50356 4.54748 -2.54292
C -3.93026 5.03343 -2.33525
C -3.85257 6.55940 -2.33776
C -2.68326 6.96057 -1.44008
H -2.35992 3.50327 -2.26013
H -2.17987 4.70633 -3.57590
H -4.59973 4.65958 -3.11542
H -4.30895 4.68413 -1.36725
H -3.67144 6.91366 -3.35983
H -4.78764 7.01278 -1.99429
H -2.19552 7.87095 -1.79762
H -3.00196 7.09154 -0.40232
*
```

Properties
Orbital gap, eV: 7.437
HOMO, hartree: -0.299
SMILES: O=C=Nc1ccc2c(c1)Sc1ccccc1N2.O=S1(=O)CCCC1.O=S1(=O)CCCC1

6.
Molecular formula: C46H35BrN3NdO3P2S2
Method: DFT, ωB97M-V/def2-TZVPD

```
! wB97M-V def2-TZVPD RIJCOSX def2/J DEFGRID3
* xyz -2 4
Nd -0.90846 -2.37828 0.49355
S 1.72091 -1.79445 -0.36725
C 1.83581 -2.66490 -1.88148
C 3.15070 -2.83473 -2.32337
N 4.25709 -2.94697 -2.64459
C 0.77790 -3.19185 -2.62688
S -0.90966 -3.08087 -2.26101
C 1.07822 -3.89076 -3.80653
N 1.29199 -4.48033 -4.77676
C 2.37305 1.28459 -1.86008
C 1.30988 1.00508 -2.92993
P -0.39204 1.77084 -3.06221
C -0.11641 3.56810 -3.29969
C -1.22212 4.28579 -3.76568
C -1.12347 5.62593 -4.08431
C 0.09665 6.27567 -3.96855
C 1.20923 5.56719 -3.54947
C 1.10674 4.22494 -3.22473
C -1.31488 1.63531 -1.48852
C -2.13128 2.63703 -1.07418
C -3.22264 2.50805 -0.15066
C -3.71585 1.36477 0.36648
C -3.11046 0.01294 0.23080
C -1.40860 0.24243 -0.94309
P 1.65074 1.45834 -0.15779
C 3.03502 1.04517 0.97540
C 2.82339 1.46775 2.28769
C 3.70072 1.13583 3.30082
C 4.82095 0.37216 3.01503
C 5.05254 -0.03635 1.71172
C 4.16520 0.28729 0.69747
C 1.92229 3.29603 -0.01912
C 0.83267 4.15078 0.06681
C 1.00131 5.52210 0.16277
C 2.27486 6.06192 0.18636
C 3.37411 5.21982 0.10096
C 3.20051 3.85160 -0.00418
H 2.96106 2.17619 -2.10066
H 3.04244 0.42077 -1.84377
H 1.07212 -0.06437 -2.90819
H 1.74179 1.19579 -3.92120
H -2.16429 3.76661 -3.88813
H -1.99291 6.16543 -4.43909
H 0.17857 7.32699 -4.21057
H 2.16870 6.06228 -3.47370
H 1.98985 3.69228 -2.91269
H -1.97786 3.63588 -1.47341
H -3.71656 3.44079 0.11021
H -4.54594 1.43664 1.06115
H -3.76145 -0.75424 0.67425
H -0.64195 -0.38285 -1.43916
H 1.94895 2.06716 2.50916
H 3.50493 1.46440 4.31376
H 5.50779 0.09364 3.80496
H 5.92705 -0.63133 1.48215
H 4.36078 -0.07462 -0.30048
H -0.16021 3.73112 0.04681
H 0.13447 6.16824 0.22066
H 2.41231 7.13263 0.27552
H 4.37332 5.63871 0.11907
H 4.06844 3.20729 -0.07409
Br 0.83933 -2.77017 7.60355
C 0.38828 -2.60921 5.72979
C 1.38859 -2.39295 4.80783
C 1.04029 -2.27121 3.46665
C -0.28043 -2.36915 2.98224
C -1.23845 -2.58518 3.99413
C -0.93046 -2.70655 5.34455
H 2.42292 -2.32242 5.11963
H 1.85458 -2.08535 2.76699
H -2.29023 -2.66940 3.72319
H -1.70566 -2.87432 6.08113
C -1.16159 1.10820 1.60402
C -1.59439 0.03561 0.60871
O -2.73292 -0.32439 -1.11759
H -1.85510 1.09912 2.44910
H -1.14552 2.12392 1.19308
H -0.16594 0.88232 1.98874
O -0.89193 -4.85245 0.44938
C -2.13034 -4.84723 0.43261
N -2.87702 -3.75405 0.71089
C -4.20787 -4.07267 0.67174
O -5.12948 -3.33184 0.95938
C -4.32588 -5.51446 0.25819
C -5.41371 -6.31844 -0.00381
C -5.17307 -7.63243 -0.38971
C -3.87753 -8.11528 -0.51483
C -2.77900 -7.30094 -0.26107
C -3.02351 -5.99987 0.12671
H -6.41950 -5.93165 0.07349
H -6.00577 -8.28807 -0.60964
H -3.72851 -9.14026 -0.82725
H -1.76822 -7.66263 -0.38018
*
```

Properties
Orbital gap (spin up / spin down), eV: 5.997 / 5.989
HOMO (spin up / spin down), hartree: -0.079 / -0.079
Relative energy (zero: lowest compared OMol25 entry of this formula, charge and spin), kcal/mol: 67.6

7.
Molecular formula: C3H5ClO
Method: DFT, ωB97M-V/def2-TZVPD

```
! wB97M-V def2-TZVPD RIJCOSX def2/J DEFGRID3
* xyz 0 1
C -1.23028 0.55114 -0.34888
C -0.07593 -0.29439 0.35293
Cl -0.74910 -1.68549 1.23773
C 1.40552 -0.02585 0.22625
O 1.05889 -0.78182 -0.86924
H -1.72071 1.14542 0.42373
H -1.83174 -0.36169 -0.74532
H -0.68418 1.02212 -1.20758
H 1.82176 1.01675 0.07560
H 2.00577 -0.58620 0.85478
*
```

Properties
Orbital gap, eV: 11.075
HOMO, hartree: -0.374
SMILES: C[C@]1(Cl)CO1
Relative energy (zero: lowest compared OMol25 entry of this formula, charge and spin), kcal/mol: 55.0

8.
Molecular formula: C43H57BCl2N8O7S2
Method: DFT, ωB97M-V/def2-TZVPD

```
! wB97M-V def2-TZVPD RIJCOSX def2/J DEFGRID3
* xyz 0 1
C 1.44865 -1.80969 6.64883
O 2.90580 -1.89401 6.76435
B 3.42093 -1.09731 5.71326
O 3.03253 0.25845 5.72386
N 4.33421 -1.57834 4.62895
Cl 5.65940 -2.34055 5.44814
C 3.67219 -2.47697 3.65483
C 4.79344 -2.83957 2.55685
C 5.63535 -1.59449 2.06095
C 5.76331 -1.74622 0.47343
C 6.91922 -0.87956 -0.15579
S 6.29735 0.31373 -1.43257
O 5.01578 -0.08900 -2.00424
O 7.25832 0.40507 -2.53989
Cl 6.09707 2.15910 -0.53951
C 3.22730 -3.88358 4.25212
C 2.46797 -4.79492 3.16291
C 0.90003 -4.84126 3.46974
O 0.04955 -4.58403 2.61630
O 0.52762 -5.23008 4.74000
C 2.47417 -1.81906 2.84969
O 2.64017 -0.42999 2.54632
C 1.45911 0.33773 2.89388
C 0.54382 0.42068 1.60755
C -0.93046 -0.04740 1.81914
C -1.34985 -1.29877 2.45190
C -2.77360 -1.67771 2.56729
C -3.81263 -0.78619 2.04548
C -3.41527 0.54577 1.42155
C -2.00200 0.85935 1.33130
N 1.94993 1.69510 3.33786
C 2.68587 2.19129 2.48200
S 3.16447 3.11770 1.24673
H 1.06051 -2.83728 6.87755
H 1.16801 -1.58387 5.58338
H 0.99919 -1.07905 7.36569
H 3.68198 0.79553 5.23723
H 5.52522 -3.59457 2.97011
H 4.34199 -3.32412 1.64897
H 6.69795 -1.67711 2.44097
H 5.23097 -0.59927 2.37121
H 4.75413 -1.57798 0.00343
H 6.00379 -2.83375 0.27723
H 7.57360 -1.58417 -0.74956
H 7.57823 -0.37443 0.59372
H 4.14090 -4.47977 4.53216
H 2.52544 -3.80799 5.11896
H 2.83559 -5.84941 3.28015
H 2.65483 -4.47086 2.11424
H -0.43842 -5.13698 4.84102
H 1.51599 -2.07772 3.37544
H 2.43454 -2.35819 1.85497
H 0.92323 -0.08307 3.78672
H 0.51479 1.42497 1.11643
H 0.99265 -0.28634 0.84657
H -0.53546 -1.96926 2.83635
H -3.03537 -2.66228 3.03076
H -4.88984 -1.08283 2.10164
H -4.18710 1.25703 1.03365
H -1.72505 1.84380 0.86619
C -6.21475 1.37061 -2.78284
C -5.19905 2.34220 -2.97637
C -5.23648 3.19291 -1.90111
N -6.23878 2.77501 -1.06793
C -6.83623 1.66145 -1.59614
H -6.46078 0.55048 -3.43896
H -4.51668 2.40897 -3.81003
H -4.63939 4.05744 -1.65780
H -6.49602 3.21660 -0.20194
H -7.65049 1.17535 -1.08318
C -3.08492 5.71350 -6.22213
C -3.78421 5.39687 -7.41480
C -4.87330 4.64367 -7.06135
N -4.85674 4.48859 -5.70088
C -3.77241 5.14248 -5.18170
H -2.18053 6.29528 -6.13615
H -3.51898 5.68929 -8.41867
H -5.65663 4.20413 -7.65800
H -5.53656 3.97441 -5.16496
H -3.58387 5.14347 -4.12005
C 8.59648 -3.32836 -3.99768
C 7.41876 -2.58400 -3.72554
C 6.34997 -3.37052 -4.07198
N 6.83709 -4.55946 -4.54701
C 8.20529 -4.54343 -4.50008
H 9.61532 -3.00928 -3.84167
H 7.36214 -1.58473 -3.32152
H 5.28818 -3.18722 -4.02315
H 6.27684 -5.32527 -4.87825
H 8.77981 -5.39473 -4.82868
C -7.41067 9.26179 -7.09605
C -6.47990 8.32841 -6.56958
C -7.04920 7.08535 -6.66549
N -8.29048 7.23213 -7.22548
C -8.51599 8.55566 -7.49564
H -7.28340 10.33027 -7.17405
H -5.50265 8.54402 -6.16668
H -6.68202 6.11462 -6.38452
H -8.93561 6.48429 -7.41039
H -9.44095 8.87861 -7.94598
C 1.57205 -6.22274 -2.16564
C 2.57587 -5.24280 -2.36481
C 2.53096 -4.38956 -1.29333
N 1.53291 -4.81239 -0.45340
C 0.94824 -5.93323 -0.97953
H 1.33321 -7.04781 -2.81829
H 3.25604 -5.17159 -3.19922
H 3.12165 -3.51817 -1.05518
H 1.27240 -4.37288 0.41511
H 0.13823 -6.42519 -0.46538
C -5.41389 2.44865 3.92807
C -6.19276 3.11219 4.91121
C -6.06811 2.40315 6.07663
N -5.24817 1.33381 5.83365
C -4.84181 1.35420 4.52629
H -5.28545 2.74145 2.89759
H -6.77640 4.00990 4.77892
H -6.49059 2.56525 7.05528
H -4.98488 0.63989 6.51122
H -4.18375 0.60071 4.12679
*
```

Properties
Orbital gap, eV: 7.775
HOMO, hartree: -0.290
SMILES: COB(O)N(Cl)[C@@](CCCCS(=O)(=O)Cl)(CCC(=O)O)CO[C@H](Cc1ccccc1)N=C=S.c1cc[nH]c1.c1cc[nH]c1.c1cc[nH]c1.c1cc[nH]c1.c1cc[nH]c1.c1cc[nH]c1

9.
Molecular formula: C4H8O2
Method: DFT, ωB97M-V/def2-TZVPD

```
! wB97M-V def2-TZVPD RIJCOSX def2/J DEFGRID3
* xyz 0 1
C -0.41195 -2.03882 1.15861
C -0.78607 -0.68755 0.62198
O 0.38379 0.10047 0.64796
C 0.18364 1.15732 -0.17747
C 1.02305 1.44745 -1.15604
O 0.76561 2.64156 -1.77039
H 0.29038 -2.49430 0.45759
H -1.30493 -2.65640 1.26104
H 0.09032 -1.93546 2.12426
H -1.56862 -0.19627 1.23183
H -1.09070 -0.74863 -0.43418
H -0.71738 1.75373 -0.01406
H 1.87863 0.80941 -1.39644
H 1.26424 2.84747 -2.55470
*
```

Properties
Orbital gap, eV: 9.175
HOMO, hartree: -0.305
SMILES: CCO/C=C/O
Relative energy (zero: lowest compared OMol25 entry of this formula, charge and spin), kcal/mol: 50.9

10.
Molecular formula: C8H17O4
Method: DFT, ωB97M-V/def2-TZVPD

```
! wB97M-V def2-TZVPD RIJCOSX def2/J DEFGRID3
* xyz 0 2
O 4.21679 -1.41015 1.21704
C 4.24900 -2.11840 0.24039
C 3.08967 -2.34989 -0.69576
O 1.95531 -1.59728 -0.41093
C 1.96582 -0.29190 -0.90551
H 2.83379 -3.42050 -0.62670
H 5.18573 -2.63898 -0.06475
H 3.45464 -2.18399 -1.72798
H 1.86202 -0.26369 -2.00205
H 2.81803 0.29211 -0.53005
C 0.50786 0.67946 -0.34610
O 0.63548 1.09189 1.00038
C 0.55231 0.09009 1.98414
H 0.83782 1.56916 -0.90541
H -0.22026 -0.15098 -0.38668
H 0.40422 0.58598 2.95174
H -0.29520 -0.58966 1.79345
H 1.47359 -0.51192 2.02092
C -4.51640 0.18347 0.27759
O -3.33574 0.42756 -0.44112
C -2.80342 1.71149 -0.21854
C -1.55885 1.89442 -1.01716
H -4.84337 -0.83867 0.04958
H -4.34930 0.27183 1.36684
H -5.31389 0.89028 -0.01077
H -2.59186 1.85522 0.86079
H -3.55565 2.48218 -0.49151
H -1.10708 2.88853 -0.96432
H -1.55109 1.45236 -2.01752
*
```

Properties
Orbital gap (spin up / spin down), eV: 8.552 / 9.400
HOMO (spin up / spin down), hartree: -0.280 / -0.324
Relative energy (zero: lowest compared OMol25 entry of this formula, charge and spin), kcal/mol: 24.2

These records have electronic energy values of -40408.95068 -54240.08286 -31207.89709 -151025.23594 -67870.52238 -184451.65714 -17759.39367 -119156.74299 -8371.07298 -16755.68126 eV, in the order they appear.